Record 1
Molecular formula: C10H36N4O8
Method: DFT, wB97M-V/def2-TZVPD

Each line ends with the Löwdin charge.
Cartesian coordinates (Å):
C 0.737 0.791 -3.200  -0.075
C 1.003 -0.520 -3.956  -0.337
O 1.245 -0.225 -5.286  -0.093
H -0.128 1.381 -3.556  0.082
H 1.536 1.504 -3.172  0.057
H 0.593 0.537 -2.165  0.026
H 0.157 -1.268 -3.939  0.119
H 1.921 -0.956 -3.601  0.099
H 2.187 -0.521 -5.402  0.109
C 2.910 2.005 -0.217  -0.115
C 4.176 2.466 -0.829  -0.366
O 5.209 1.867 -0.127  -0.039
H 2.865 2.346 0.837  0.082
H 2.901 0.872 -0.209  0.089
H 2.034 2.334 -0.729  0.059
H 4.226 3.594 -0.818  0.128
H 4.180 2.180 -1.914  0.122
H 5.580 1.256 -0.704  0.049
C -1.508 -0.758 3.793  -0.609
O -1.917 0.531 4.093  -0.140
N -1.533 -1.656 4.714  0.154
N -0.814 -1.086 2.739  0.174
H -1.899 -1.389 5.679  0.163
H -1.237 -2.621 4.664  0.115
H -0.552 -0.376 2.035  0.033
H -0.790 -2.063 2.447  0.111
C -0.937 1.223 0.692  -0.615
O -1.511 1.097 -0.567  -0.128
N -1.412 1.805 1.764  0.179
N 0.137 0.568 0.945  0.112
H -2.241 2.383 1.571  0.136
H -1.201 1.502 2.743  0.069
H 0.499 0.088 0.065  0.109
H 0.705 0.832 1.739  0.068
C -2.878 -0.162 -3.385  -0.150
O -2.775 -1.203 -4.349  -0.154
H -3.586 0.544 -3.788  0.071
H -1.920 0.335 -3.120  0.057
H -3.443 -0.675 -2.618  0.071
H -2.227 -0.892 -5.106  0.086
C 0.076 -2.226 -0.746  -0.122
O 1.243 -1.396 -0.623  -0.155
H -0.272 -2.411 0.232  0.038
H 0.259 -3.184 -1.258  0.092
H -0.750 -1.716 -1.321  0.094
H 1.628 -1.809 0.170  0.095
C 1.476 1.329 4.171  -0.092
O 1.979 0.782 2.948  -0.129
H 1.810 2.336 4.243  0.076
H 1.864 0.716 4.992  0.094
H 0.377 1.362 4.158  0.060
H 1.985 -0.140 3.036  0.050
C -3.468 -1.619 0.574  -0.180
O -4.646 -2.238 0.102  -0.143
H -2.924 -2.299 1.251  0.061
H -3.768 -0.706 1.059  0.083
H -2.775 -1.419 -0.266  0.053
H -4.401 -3.043 -0.459  0.115

Calculated values
LUMO level: -0.2 eV
HOMO-LUMO gap: 8.7404 eV
E: -33290.4226 eV
E_HOMO: -8.933 eV
max |F|: 0.150 Eh/bohr
energy above the lowest of the compared OMol25 structures with the same formula, charge and spin: 4.123 eV
SMILES: NC(N)=O.NC(N)=O.CCO.CCO.CO.CO.CO.CO



Record 2
Molecular formula: C10H3MnNO4S5
Method: DFT, wB97M-V/def2-TZVPD

Each line ends with the Löwdin charge.
Cartesian coordinates (Å):
Mn 0.467 -0.409 -1.535  0.162
O -4.283 3.136 1.558  -0.035
C -3.499 2.030 2.474  -0.145
O -3.791 2.417 3.691  0.019
C -2.853 1.001 1.377  -0.186
C -2.147 -0.037 2.123  0.060
C -1.071 -0.461 1.252  -0.051
N -1.252 -0.654 -0.137  0.060
C -2.258 0.314 -0.487  -0.051
C -3.117 1.338 0.120  0.054
C -1.739 0.571 -2.054  -0.360
O -2.333 1.007 -3.259  -0.145
O -0.704 0.213 -2.683  -0.209
H -2.129 0.050 3.197  0.114
H -0.453 -1.040 1.744  0.043
H -3.394 2.261 -0.446  0.169
S 7.540 -2.500 -0.522  0.367
C 5.974 -1.771 -0.711  -1.207
S 5.091 -3.199 -0.808  0.683
C 3.303 -1.987 -0.577  -0.790
C 3.726 -0.446 -1.003  -1.193
S 2.211 0.437 -1.590  0.478
S 5.174 0.134 -1.349  0.800
S 1.536 -2.406 -0.376  0.365

Calculated values
LUMO level (alpha / beta): 0.2 / 0.1 eV
net charge: -1
HOMO-LUMO gap (alpha / beta): 3.9363 / 3.9593 eV
E: -105579.8959 eV
E_HOMO (alpha / beta): -3.735 / -3.900 eV
spin multiplicity: 5
max |F|: 0.218 Eh/bohr



Record 3
Molecular formula: C10H3MoNO5S4
Method: DFT, wB97M-V/def2-TZVPD

Each line ends with the Löwdin charge.
Cartesian coordinates (Å):
Mo -0.947 0.425 0.107  1.135
O 1.383 -0.736 3.253  0.154
C 0.989 -0.251 2.233  -0.514
O -0.286 -0.212 1.842  -0.234
C 1.882 0.453 1.248  -0.155
C 3.227 0.754 1.370  0.043
C 3.799 1.560 0.393  -0.010
C 3.030 2.081 -0.643  0.042
C 1.698 1.718 -0.695  -0.153
N 1.190 0.894 0.209  0.013
C 0.624 2.243 -1.615  -0.518
O 0.819 3.097 -2.430  0.149
O -0.556 1.686 -1.354  -0.231
H 3.787 0.384 2.217  0.132
H 4.849 1.814 0.459  0.119
H 3.434 2.760 -1.380  0.132
O -5.543 -4.519 -1.011  -0.035
C -4.754 -3.637 -0.856  -0.987
S -3.010 -3.786 -1.209  0.980
C -2.608 -2.152 -0.769  -1.095
C -3.586 -1.350 -0.331  -1.124
S -3.265 0.320 0.120  0.551
S -5.185 -2.019 -0.235  0.986
S -0.970 -1.528 -0.925  0.620

Calculated values
LUMO level (alpha / beta): -1.8 / -1.9 eV
HOMO-LUMO gap (alpha / beta): 6.4031 / 6.4002 eV
E: -67345.3322 eV
E_HOMO (alpha / beta): -8.248 / -8.251 eV
max |F|: 0.012 Eh/bohr



Record 4
Molecular formula: C10H40F3O14PtS
Method: DFT, wB97M-V/def2-TZVPD

Each line ends with the Löwdin charge.
Cartesian coordinates (Å):
Pt 2.786 4.458 -1.172  1.401
C 1.340 0.128 -0.284  -0.729
F 2.541 -0.356 -0.118  0.178
F 0.952 0.178 -1.531  0.188
F 0.530 -0.665 0.359  0.182
S 1.315 1.821 0.454  0.571
O -0.022 2.319 0.402  -0.248
O 1.815 1.715 1.800  -0.265
O 2.250 2.577 -0.442  -0.464
O -2.669 1.131 0.005  -0.057
H -2.749 0.306 0.501  0.029
H -1.788 1.487 0.223  -0.011
O -2.900 4.035 0.518  -0.051
H -2.579 3.657 1.346  0.055
H -3.684 3.511 0.307  0.062
O 2.846 5.042 0.870  -0.110
H 2.673 5.979 1.078  0.117
H 2.507 4.525 1.638  0.078
O 0.689 4.267 2.945  -0.039
H 0.821 3.465 2.411  -0.013
H 1.399 4.255 3.602  0.059
O -1.334 4.214 -1.796  -0.106
H -1.881 4.282 -0.979  -0.004
H -1.811 3.596 -2.371  -0.003
O 4.730 3.552 -1.444  -0.094
H 4.821 2.595 -1.624  0.119
H 5.335 3.999 -2.065  0.112
O 2.575 -0.593 3.472  -0.055
H 2.455 0.074 2.780  -0.019
H 2.632 -1.438 3.008  0.033
O 4.057 -3.232 -0.875  -0.046
H 3.273 -3.025 -1.402  0.041
H 4.720 -3.511 -1.521  0.062
C -0.863 -0.864 3.915  -0.055
C -2.121 -1.430 3.269  -0.438
C -2.598 -2.761 3.822  -0.058
O -3.200 -0.419 3.477  -0.088
H -0.112 -1.661 3.969  0.073
H -0.979 -0.594 4.967  0.089
H -0.555 0.029 3.377  0.067
H -2.049 -1.406 2.178  0.113
H -3.248 -3.285 3.115  0.082
H -3.113 -2.706 4.783  0.086
H -1.763 -3.454 3.981  0.078
H -3.852 -0.785 4.079  0.064
C -3.162 1.108 -5.899  -0.052
C -2.388 1.203 -4.602  -0.470
C -0.928 0.802 -4.766  -0.064
O -2.454 2.519 -4.035  -0.064
H -4.233 1.096 -5.693  0.085
H -2.950 0.150 -6.379  0.082
H -2.927 1.894 -6.617  0.086
H -2.793 0.529 -3.845  0.141
H -0.874 -0.208 -5.191  0.081
H -0.387 0.779 -3.817  0.057
H -0.328 1.427 -5.437  0.080
H -2.540 3.185 -4.724  0.093
C 0.718 -3.692 0.628  -0.060
C 1.225 -5.081 1.002  -0.462
C 0.682 -6.207 0.142  -0.064
O 2.666 -5.072 0.837  -0.077
H 0.946 -3.586 -0.440  0.078
H 1.312 -2.939 1.146  0.062
H -0.330 -3.515 0.835  0.077
H 1.063 -5.340 2.050  0.137
H 0.576 -5.953 -0.920  0.077
H -0.333 -6.491 0.445  0.080
H 1.336 -7.073 0.199  0.080
H 2.910 -4.545 0.056  0.031

Calculated values
LUMO level (alpha / beta): -6.6 / -7.6 eV
net charge: +1
HOMO-LUMO gap (alpha / beta): 4.9062 / 3.9231 eV
E: -61906.9846 eV
E_HOMO (alpha / beta): -11.509 / -11.509 eV
spin multiplicity: 3
max |F|: 0.050 Eh/bohr
energy above the lowest of the compared OMol25 structures with the same formula, charge and spin: 2.306 eV



Record 5
Molecular formula: C10H40F3O14PtS
Method: DFT, wB97M-V/def2-TZVPD

Each line ends with the Löwdin charge.
Cartesian coordinates (Å):
Pt -2.035 -4.151 2.485  1.410
C 0.627 -1.213 0.654  -0.539
F 1.454 -1.498 -0.332  0.173
F 0.946 -1.990 1.785  0.070
F 0.753 0.087 0.966  0.133
S -1.171 -1.664 0.167  0.671
O -1.949 -0.389 0.224  -0.302
O -1.107 -2.271 -1.161  -0.301
O -1.661 -2.636 1.131  -0.450
O -1.646 -2.726 3.963  -0.084
H -1.880 -1.798 3.938  0.113
H -1.380 -2.882 4.870  0.112
O -0.240 3.558 0.555  0.001
H 0.116 4.425 0.356  0.078
H 0.512 3.056 0.869  0.047
O -3.189 -3.108 -2.801  -0.050
H -2.360 -3.023 -2.329  -0.033
H -3.311 -2.259 -3.226  0.041
O 0.006 -4.648 2.402  -0.092
H 0.496 -5.376 2.020  0.114
H 0.449 -4.471 3.232  0.094
O 0.034 -1.381 -3.404  -0.052
H 0.639 -2.069 -3.681  0.042
H -0.343 -1.707 -2.587  -0.050
O -2.479 -5.589 0.827  -0.069
H -2.360 -5.246 -0.059  0.089
H -2.999 -6.384 0.708  0.105
O -1.706 2.006 -1.144  -0.033
H -1.937 1.277 -0.569  -0.001
H -1.194 2.596 -0.591  -0.024
O 2.399 0.359 4.011  -0.046
H 3.136 0.637 3.468  0.004
H 1.625 0.543 3.479  0.002
C 5.537 2.012 0.398  -0.060
C 4.589 0.896 0.509  -0.505
C 5.381 -0.481 0.636  -0.013
O 3.679 1.041 1.527  -0.065
H 6.369 2.139 1.091  0.100
H 4.972 2.942 0.457  0.077
H 5.972 2.041 -0.601  0.090
H 3.953 0.867 -0.376  0.105
H 6.128 -0.583 -0.151  0.080
H 4.791 -1.398 0.625  0.064
H 5.980 -0.592 1.540  0.083
H 3.102 1.807 1.566  0.091
C 2.755 3.794 -3.070  0.034
C 1.483 2.851 -3.014  -0.258
C 1.682 1.808 -1.920  -0.055
O 0.261 3.544 -2.640  0.288
H 2.699 4.565 -3.838  0.098
H 3.613 3.136 -3.212  0.104
H 2.927 4.382 -2.168  0.095
H 1.336 2.417 -4.004  0.202
H 2.485 1.114 -2.169  0.100
H 0.866 1.087 -1.872  0.079
H 1.795 2.030 -0.858  0.078
H -0.189 3.030 -1.966  0.071
C -5.024 1.750 0.226  -0.059
C -5.230 0.338 0.832  -0.479
C -5.311 -0.686 -0.264  -0.054
O -4.094 0.256 1.650  -0.073
H -4.841 2.481 1.014  0.087
H -5.940 1.966 -0.324  0.078
H -4.316 1.791 -0.601  0.063
H -6.192 0.452 1.332  0.143
H -4.408 -0.904 -0.835  0.065
H -6.053 -0.473 -1.033  0.092
H -5.643 -1.592 0.243  0.079
H -3.366 0.102 1.043  0.001

Calculated values
LUMO level (alpha / beta): -7.2 / -10.8 eV
net charge: +2
HOMO-LUMO gap (alpha / beta): 6.1789 / 2.5070 eV
E: -61894.9903 eV
E_HOMO (alpha / beta): -13.341 / -13.336 eV
spin multiplicity: 4
max |F|: 0.083 Eh/bohr



Q: Which of these has the lowest max |F|?
A: C10H3MoNO5S4